Entry 1:
DFT (the ωB97M-V functional and the def2-TZVPD basis) results for a structure of composition C19H32B3ClF11KLiO10PS2.

ORCA input file:
```
! wB97M-V def2-TZVPD RIJCOSX def2/J DEFGRID3
* xyz 0 1
C 0.480 4.169 -1.070
C 0.893 3.051 -2.226
B 0.437 1.546 -1.701
O 0.108 1.354 -0.247
S 0.357 0.087 -2.948
C -1.378 -0.198 -3.539
C -2.465 -0.830 -2.527
C -2.718 -0.046 -1.111
C -4.363 -0.133 -0.818
O -4.844 -1.039 0.035
O -5.230 0.859 -1.538
P 1.121 -1.569 -1.751
O 2.003 -1.023 -0.327
O -0.034 -2.816 -1.432
S 2.505 -2.403 -2.906
H 0.597 5.272 -1.488
H -0.635 3.963 -0.722
H 1.220 4.038 -0.147
H 0.324 3.238 -3.243
H 2.063 3.011 -2.371
H -0.708 1.881 -0.002
H -1.808 0.836 -3.948
H -1.315 -0.911 -4.494
H -2.336 -1.992 -2.287
H -3.515 -0.785 -3.098
H -2.491 1.123 -1.154
H -2.142 -0.601 -0.258
H -5.078 1.752 -1.084
H 1.280 -0.940 0.379
H 0.140 -3.110 -0.470
C -0.558 1.190 4.859
C -1.407 2.003 3.895
C -2.152 1.105 2.920
O -0.570 2.898 3.167
H 0.198 0.608 4.320
H -0.019 1.850 5.547
H -1.175 0.502 5.445
H -2.125 2.610 4.458
H -1.452 0.520 2.312
H -2.749 1.704 2.224
H -2.817 0.414 3.448
H 0.070 2.367 2.664
C -4.880 -1.754 -5.616
C -5.897 -2.547 -5.967
C -5.922 -3.227 -7.277
O -6.854 -3.951 -7.599
C -4.780 -2.998 -8.183
C -3.762 -2.206 -7.833
C -3.737 -1.526 -6.523
O -2.805 -0.801 -6.200
H -4.846 -1.248 -4.660
H -6.742 -2.726 -5.313
H -4.813 -3.505 -9.140
H -2.917 -2.027 -8.487
B 1.346 4.833 5.509
F 1.886 3.484 5.567
F 1.985 5.655 6.524
F 1.600 5.401 4.195
F -0.087 4.791 5.751
C 5.212 -1.762 1.358
C 5.038 -3.265 1.467
O 5.130 -3.682 2.837
C 3.977 -3.591 3.575
O 2.910 -3.180 3.129
C 4.205 -4.110 4.995
F 5.382 -3.678 5.533
F 4.244 -5.473 5.042
F 3.229 -3.727 5.866
H 6.149 -1.448 1.829
H 5.220 -1.447 0.311
H 4.404 -1.234 1.873
H 5.847 -3.768 0.926
H 4.096 -3.596 1.015
Li -5.554 -1.439 -3.021
Cl 1.646 4.914 2.412
B 6.746 1.654 2.420
F 7.065 1.547 3.834
F 7.561 2.696 1.817
F 7.019 0.385 1.764
F 5.340 1.987 2.264
K -1.354 1.016 7.239
*
```

Results
- Max |F|: 8.23 eV/Å
- E_LUMO: -0.1263 Eh



Entry 2:
DFT (the ωB97M-V functional and the def2-TZVPD basis) results for a structure of composition C48H48AsN4O2PScSi.

ORCA input file:
```
! wB97M-V def2-TZVPD RIJCOSX def2/J DEFGRID3
* xyz 1 1
Sc 1.510 -1.827 0.050
O -0.599 -4.148 4.656
C -1.344 -4.610 3.641
C -2.474 -5.364 3.968
C -3.275 -5.886 2.974
C -2.982 -5.669 1.623
C -1.889 -4.904 1.295
C -1.056 -4.362 2.286
C 0.065 -3.539 1.851
O 0.125 -3.150 0.604
N 1.007 -3.228 2.727
N 2.015 -2.542 2.102
C 3.137 -2.399 2.672
C 4.207 -1.789 1.859
C 5.495 -1.671 2.333
C 6.480 -1.177 1.484
C 6.137 -0.825 0.193
C 4.817 -0.962 -0.204
N 3.868 -1.427 0.607
H 0.202 -3.738 4.275
H -2.683 -5.534 5.018
H -4.141 -6.478 3.249
H -3.611 -6.091 0.848
H -1.652 -4.697 0.259
H 3.325 -2.770 3.675
H 5.722 -1.974 3.347
H 7.501 -1.077 1.829
H 6.870 -0.445 -0.505
H 4.500 -0.678 -1.202
C -0.453 -3.738 -2.535
Si 1.320 -3.208 -2.729
C 1.779 -3.515 -4.499
C 2.456 -4.272 -1.660
N 1.562 -1.644 -1.977
C 1.964 -0.422 -2.552
C 2.007 -0.173 -3.930
C 2.435 1.053 -4.426
C 2.830 2.078 -3.575
C 2.795 1.855 -2.206
C 2.374 0.629 -1.715
H -0.518 -4.834 -2.492
H -1.047 -3.404 -3.392
H -0.908 -3.339 -1.629
H 1.694 -4.597 -4.666
H 2.801 -3.210 -4.750
H 1.087 -3.019 -5.189
H 2.233 -5.342 -1.739
H 2.408 -4.031 -0.592
H 3.496 -4.109 -1.961
H 1.683 -0.947 -4.617
H 2.455 1.210 -5.499
H 3.156 3.032 -3.971
H 3.081 2.644 -1.517
H 2.358 0.483 -0.638
C -0.502 1.418 -0.722
C -1.726 2.327 -0.781
As -1.817 3.816 0.528
C -3.288 4.732 -0.366
C -3.357 4.944 -1.744
C -4.458 5.579 -2.304
C -5.503 6.008 -1.493
C -5.443 5.804 -0.122
C -4.339 5.169 0.437
C -0.249 4.781 -0.126
C -0.293 5.925 -0.920
C 0.884 6.564 -1.299
C 2.116 6.072 -0.887
C 2.170 4.948 -0.072
C 0.994 4.315 0.313
P -0.448 0.006 0.443
C -0.381 0.720 2.114
C -1.488 1.191 2.818
C -1.321 1.793 4.056
C -0.052 1.948 4.595
C 1.061 1.496 3.898
C 0.892 0.878 2.668
C -2.046 -0.832 0.261
C -2.623 -0.906 -1.007
C -3.800 -1.615 -1.199
C -4.403 -2.264 -0.129
C -3.822 -2.213 1.130
C -2.644 -1.507 1.324
H 0.400 1.991 -0.515
H -0.325 0.973 -1.703
H -2.665 1.782 -0.696
H -1.720 2.794 -1.764
H -2.547 4.629 -2.391
H -4.499 5.744 -3.375
H -6.362 6.503 -1.932
H -6.254 6.139 0.514
H -4.294 5.013 1.508
H -1.243 6.329 -1.241
H 0.835 7.453 -1.915
H 3.030 6.574 -1.183
H 3.126 4.578 0.281
H 1.044 3.470 0.994
H -2.478 1.102 2.396
H -2.187 2.158 4.595
H 0.073 2.427 5.559
H 2.053 1.623 4.314
H 1.762 0.517 2.130
H -2.157 -0.404 -1.850
H -4.247 -1.661 -2.186
H -5.321 -2.820 -0.282
H -4.279 -2.733 1.964
H -2.188 -1.495 2.307
*
```

Results
- Max |F|: 0.83 eV/Å
- E_LUMO: -0.1387 Eh
- Relative energy (zero: lowest compared OMol25 entry of this formula, charge and spin): 21.4 kJ/mol



Entry 3:
DFT (the ωB97M-V functional and the def2-TZVPD basis) results for a structure of composition C22H36CaO3P2.

ORCA input file:
```
! wB97M-V def2-TZVPD RIJCOSX def2/J DEFGRID3
* xyz 0 1
P -0.426 -2.334 -2.650
P -0.167 1.748 -2.947
C -1.023 -0.884 -3.621
C 0.029 0.220 -3.897
H -1.956 -0.521 -3.157
H -1.291 -1.324 -4.599
H 1.085 -0.139 -3.686
H -0.013 0.499 -4.964
C -1.858 2.280 -3.198
H -2.185 2.959 -2.401
H -2.531 1.417 -3.278
H -1.907 2.818 -4.155
C 0.979 2.916 -3.719
H 0.588 3.212 -4.701
H 1.965 2.463 -3.896
H 1.113 3.818 -3.104
C -1.814 -3.291 -1.990
H -1.538 -3.818 -1.067
H -2.125 -4.041 -2.737
H -2.683 -2.650 -1.797
C 0.386 -3.315 -3.969
H 1.227 -2.789 -4.433
H -0.302 -3.517 -4.796
H 0.746 -4.262 -3.554
Ca -2.312 -0.593 1.808
C 1.966 1.563 -1.094
C 0.550 1.439 -1.264
C -0.248 0.212 -0.585
C 0.520 -1.086 -0.382
C 1.167 -1.785 -1.691
C 2.091 -1.084 -2.615
C 3.217 -0.233 -2.159
C 2.921 0.518 -0.825
C -0.719 -2.076 2.725
H 2.366 2.559 -1.321
H 0.115 2.333 -0.764
H -1.170 -0.011 -1.163
H -0.610 0.622 0.396
H 1.286 -0.967 0.396
H -0.147 -1.820 0.114
H 1.605 -2.742 -1.312
H 2.321 -1.580 -3.597
H 3.440 0.544 -2.934
H 4.135 -0.825 -2.037
H 2.622 -0.221 -0.076
H 3.838 0.999 -0.449
H 0.189 -1.529 3.033
H -0.362 -2.933 2.134
H -1.122 -2.476 3.673
O 0.645 2.190 4.667
C -0.148 1.866 5.701
C 0.263 2.244 6.993
C -0.490 1.826 8.084
C -1.640 1.031 7.944
C -2.049 0.650 6.660
C -1.346 1.107 5.533
C -1.680 0.631 4.181
O -2.643 -0.209 4.019
O -0.997 0.990 3.127
H 0.183 1.801 3.853
H 1.197 2.805 7.103
H -0.150 2.098 9.078
H -2.198 0.696 8.827
H -2.904 -0.017 6.533
*
```

Results
- Max |F|: 3.28 eV/Å
- E_LUMO: -0.0445 Eh
- Relative energy (zero: lowest compared OMol25 entry of this formula, charge and spin): 704.9 kJ/mol



Entry 4:
DFT (the ωB97M-V functional and the def2-TZVPD basis) results for the ion C5H6N with charge +1.

ORCA input file:
```
! wB97M-V def2-TZVPD RIJCOSX def2/J DEFGRID3
* xyz 1 1
C 0.623 -1.208 -0.160
C 1.436 -0.147 -0.065
C 2.202 0.895 -0.102
C -1.594 0.089 0.279
C -0.728 -1.029 -0.089
N -2.237 0.899 -0.420
H 1.070 -2.152 -0.113
H 1.924 1.643 -0.932
H 2.888 1.190 0.641
H -2.777 1.520 0.270
H -1.651 0.126 1.328
H -1.156 -1.827 -0.638
*
```

Results
- Max |F|: 3.12 eV/Å
- E_LUMO: -0.2604 Eh
- Relative energy (zero: lowest compared OMol25 entry of this formula, charge and spin): 462.9 kJ/mol



Entry 5:
DFT (the ωB97M-V functional and the def2-TZVPD basis) results for an isolated molecule of C5H15N3.

ORCA input file:
```
! wB97M-V def2-TZVPD RIJCOSX def2/J DEFGRID3
* xyz 0 1
C -1.537 -1.154 -1.056
C -0.319 -0.795 -1.844
C 0.187 0.618 -1.516
C 0.177 1.238 -0.107
N 1.021 0.442 0.870
C 1.112 1.278 2.055
N 1.974 0.621 3.053
N -2.073 -2.569 -1.407
H -2.435 -0.557 -1.427
H -1.496 -0.968 -0.033
H -0.419 -0.950 -2.917
H 0.613 -1.523 -1.607
H 1.151 0.837 -1.892
H -0.628 1.254 -2.043
H 0.437 2.368 -0.129
H -0.945 1.272 0.353
H 0.597 -0.455 0.954
H 1.519 2.239 1.567
H 0.032 1.529 2.470
H 1.639 0.812 4.070
H 3.032 0.518 3.048
H -2.347 -3.098 -0.584
H -1.292 -2.956 -1.878
*
```

Results
- Max |F|: 4.83 eV/Å
- E_LUMO: 0.0390 Eh
- SMILES: NCCCCNCN
- Relative energy (zero: lowest compared OMol25 entry of this formula, charge and spin): 271.6 kJ/mol



Entry 6:
DFT (the ωB97M-V functional and the def2-TZVPD basis) results for a cluster of 8 separate species, H16O8 in total.

ORCA input file:
```
! wB97M-V def2-TZVPD RIJCOSX def2/J DEFGRID3
* xyz 0 1
H -1.399 0.083 -0.524
H -0.366 -0.132 0.571
H 0.982 -0.631 -1.326
H 2.467 -0.775 -1.620
H 1.953 1.148 0.988
H 0.833 1.515 1.948
H -3.203 1.973 -0.286
H -2.197 2.756 0.542
H 0.143 -4.769 -0.007
H 0.148 -4.588 -1.516
H -2.001 0.560 -2.942
H -1.839 -0.905 -3.314
H 0.790 4.266 -0.261
H 1.852 3.426 -0.953
H 1.118 -3.144 4.590
H 0.039 -2.136 4.951
O -1.024 0.500 0.260
O 1.744 -0.138 -1.650
O 1.791 1.550 1.850
O -2.431 2.545 -0.369
O 0.583 -4.281 -0.712
O -1.542 -0.021 -3.558
O 0.899 3.566 -0.915
O 0.662 -2.366 4.252
*
```

Results
- Max |F|: 0.78 eV/Å
- E_LUMO: 0.0030 Eh
- SMILES: O.O.O.O.O.O.O.O
- Relative energy (zero: lowest compared OMol25 entry of this formula, charge and spin): 301.1 kJ/mol



Entry 7:
DFT (the ωB97M-V functional and the def2-TZVPD basis) results for the ion C4H8NO3 with charge +1.

ORCA input file:
```
! wB97M-V def2-TZVPD RIJCOSX def2/J DEFGRID3
* xyz 1 1
O 0.377 0.090 -2.407
C 0.729 0.507 -1.356
O 1.890 1.124 -1.056
C -0.133 0.368 -0.098
C -0.991 -0.886 -0.050
C -1.440 -1.281 1.352
O -1.473 -0.507 2.276
N 0.744 0.466 1.141
H 2.201 1.722 -1.761
H -0.810 1.185 0.061
H -1.958 -0.773 -0.546
H -0.495 -1.741 -0.486
H -1.957 -2.253 1.425
H 1.175 1.393 1.178
H 0.132 0.485 1.970
H 1.411 -0.301 1.150
*
```

Results
- Max |F|: 1.35 eV/Å
- E_LUMO: -0.1387 Eh
- SMILES: [NH3+][C@H](CC=O)C(=O)O
- Relative energy (zero: lowest compared OMol25 entry of this formula, charge and spin): 30.7 kJ/mol



Entry 8:
DFT (the ωB97M-V functional and the def2-TZVPD basis) results for the ion C5H13N2 with charge +1.

ORCA input file:
```
! wB97M-V def2-TZVPD RIJCOSX def2/J DEFGRID3
* xyz 1 1
C 0.866 -1.838 -1.351
C 0.409 -1.020 -0.144
C 0.390 0.407 -0.672
C -0.030 1.425 0.485
C 0.673 2.558 0.717
N -1.319 1.225 1.177
N -1.140 -1.363 0.150
H 0.151 -1.811 -2.143
H 1.875 -1.537 -1.392
H 0.867 -2.929 -1.068
H 1.075 -1.229 0.742
H -0.346 0.397 -1.482
H 1.434 0.571 -1.060
H 0.470 3.188 1.657
H 1.530 2.577 0.168
H -1.624 0.194 0.733
H -1.064 1.229 2.117
H -1.917 2.067 1.044
H -0.946 -2.015 0.956
H -1.352 -2.096 -0.633
*
```

Results
- Max |F|: 4.73 eV/Å
- E_LUMO: -0.1168 Eh
- SMILES: C=C([NH3+])C[C@H](C)N
- Relative energy (zero: lowest compared OMol25 entry of this formula, charge and spin): 308.2 kJ/mol



Entry 9:
DFT (the ωB97M-V functional and the def2-TZVPD basis) results for a cluster of 2 separate species, C9H17BOS in total.

ORCA input file:
```
! wB97M-V def2-TZVPD RIJCOSX def2/J DEFGRID3
* xyz 0 3
B -1.011 0.300 0.398
C -3.840 1.051 -0.931
C -3.228 0.138 -0.166
C 1.198 0.811 0.297
C 1.226 -0.740 -0.087
C -3.784 -1.122 0.570
C 1.956 1.688 -0.706
C 1.707 1.015 1.690
C 2.370 -1.502 0.548
C 1.028 -1.020 -1.572
O -0.166 1.221 0.057
S -0.286 -1.322 0.803
H -4.874 1.096 -1.011
H -3.377 1.782 -1.542
H -4.832 -1.360 0.222
H -3.030 -1.908 0.532
H -3.730 -0.921 1.660
H 1.349 1.709 -1.603
H 2.984 1.570 -0.719
H 1.675 2.649 -0.303
H 1.851 2.070 1.775
H 2.769 0.688 1.533
H 1.090 0.470 2.371
H 2.408 -1.216 1.531
H 3.214 -1.038 0.022
H 2.429 -2.594 0.512
H 0.943 -2.140 -1.773
H 1.937 -0.732 -2.121
H 0.021 -0.642 -1.986
*
```

Results
- Max |F|: 3.87 eV/Å
- E_LUMO (spin up / spin down): 0.0265 / -0.0689 Eh



Entry 10:
DFT (the ωB97M-V functional and the def2-TZVPD basis) results for a cluster of 2 separate species, C2H8NO2 in total.

ORCA input file:
```
! wB97M-V def2-TZVPD RIJCOSX def2/J DEFGRID3
* xyz -1 1
C -0.035 0.798 -1.316
N 0.144 0.467 0.214
C 1.294 -0.648 0.364
O 2.300 -0.634 -0.473
H -0.751 0.109 -1.730
H 0.895 0.660 -1.809
H -0.521 1.791 -1.375
H 0.546 1.317 0.672
H 0.570 -1.580 0.397
H 1.473 -0.542 1.414
H -2.030 0.181 1.056
H -1.507 -1.239 1.321
O -2.377 -0.680 1.265
*
```

Results
- Max |F|: 3.35 eV/Å
- E_LUMO: 0.1640 Eh
- Relative energy (zero: lowest compared OMol25 entry of this formula, charge and spin): 112.0 kJ/mol